Entry 1:
A cluster of 9 separate species, C47H66F11N3O33P2S in total in a non-equilibrium geometry. Source: OMol25; level of theory: ωB97M-V/def2-TZVPD.

Geometry as XYZ:
```
163
Properties=species:S:1:pos:R:3
H 3.57432 0.01130 -1.12311
N 3.49539 0.58867 -1.96544
C 2.34936 1.10866 -2.04898
C 1.29317 1.06235 -0.97549
C -0.14126 0.61293 -1.26326
O -0.33754 -0.76165 -1.21198
C 0.75690 -1.67744 -1.31995
C 0.16620 -3.07597 -1.31818
C -0.72766 -3.31790 -2.54305
C 1.26659 -4.15665 -1.19755
C 1.76818 -4.34906 0.24401
C 2.43663 -3.92749 -2.16128
C -1.23649 1.30739 -0.31117
P -1.07124 3.18347 -0.12903
C -0.19850 4.29271 -1.28318
C 1.31905 4.53704 -1.15662
C -1.38475 3.95675 1.50139
C -0.73757 5.34811 1.55496
P -0.82307 0.49613 1.34762
O -0.61178 -0.94794 1.46422
O 0.49951 1.29349 1.78639
O -2.01207 1.04990 2.28577
C -2.79681 0.90900 -0.67428
N -3.66735 1.73549 0.06199
C -5.01551 2.23758 -0.19299
C -6.17797 1.26515 -0.38591
O -2.83106 -0.47954 -0.37977
C -3.89889 -1.08030 0.34292
C -3.46665 -2.48079 0.75898
C -4.69213 -3.36322 1.02511
C -3.09474 0.93175 -2.23543
O -4.19485 0.03494 -2.38102
C -4.19502 -0.86652 -3.30429
N -4.27049 -1.72560 -4.03502
C -3.58144 2.26516 -2.95335
F -4.91232 2.34624 -3.01188
F -3.13118 3.35529 -2.33935
F -3.12740 2.27360 -4.21272
O -2.06533 0.37406 -2.97920
S -0.54649 0.92968 -3.01328
O 0.12979 -0.01169 -3.83567
O -0.55848 2.31865 -3.33923
H 2.14430 1.73181 -2.92245
H 1.22353 2.08211 -0.58063
H 1.66847 0.45637 -0.14638
H 1.43480 -1.56226 -0.46611
H 1.31742 -1.48662 -2.24214
H -0.45847 -3.12734 -0.41953
H -0.17790 -3.82475 -3.34094
H -1.58111 -3.94986 -2.28251
H -1.12477 -2.38666 -2.95421
H 0.78703 -5.10051 -1.48589
H 2.41082 -3.52369 0.55777
H 2.32679 -5.28468 0.32857
H 0.91511 -4.42258 0.92016
H 2.10879 -3.47395 -3.10221
H 3.18892 -3.25670 -1.73395
H 2.92943 -4.86926 -2.40857
H -0.72420 5.23982 -1.12773
H -0.43000 4.03990 -2.31151
H 1.57418 5.53111 -1.52928
H 1.88342 3.82492 -1.76533
H 1.67027 4.42416 -0.12906
H -2.45773 4.03193 1.69419
H -0.96712 3.39046 2.32909
H 0.32961 5.24194 1.35939
H -0.85802 5.74970 2.56582
H -1.16889 6.06342 0.85444
H 0.54545 1.58854 2.70500
H -1.85501 0.85720 3.22269
H -3.50231 1.63155 1.04546
H -5.24547 2.83128 0.69810
H -5.01235 2.97777 -0.99593
H -7.10494 1.83703 -0.27504
H -6.20189 0.80734 -1.37493
H -6.19290 0.49253 0.38447
H -4.78314 -1.15382 -0.30372
H -4.17230 -0.48713 1.22041
H -2.84601 -2.41510 1.65516
H -2.83745 -2.89262 -0.03428
H -4.48921 -4.10206 1.80254
H -5.00705 -3.90465 0.13051
H -5.54297 -2.76395 1.36430
O -6.49885 -6.15224 -1.13023
C -6.78133 -5.24919 -1.84725
O -6.52792 -5.19612 -3.16761
C -7.15879 -4.03024 -3.71122
C -7.29295 -3.15557 -2.48159
F -8.40457 -2.38338 -2.50270
O -7.39913 -4.10799 -1.43904
H -8.13686 -4.30238 -4.10996
H -6.54389 -3.58707 -4.48879
H -6.42627 -2.51994 -2.29280
O 1.75201 3.54767 3.30030
C 1.94883 4.58023 3.86414
O 2.67421 5.59504 3.37648
C 2.54323 6.71981 4.25170
C 2.12485 6.05376 5.55020
F 1.26555 6.80455 6.27021
O 1.45457 4.88895 5.08700
H 1.74649 7.37024 3.88836
H 3.48040 7.26375 4.30475
H 2.94993 5.74973 6.19563
O 5.98663 5.65468 1.24624
C 5.70879 4.51414 1.08057
O 5.33169 3.95757 -0.08850
C 5.22269 2.53613 0.08615
C 5.02535 2.43118 1.58379
F 5.59862 1.31318 2.11223
O 5.70323 3.57260 2.07007
H 6.15230 2.05212 -0.21448
H 4.39712 2.13169 -0.48893
H 3.98943 2.47312 1.91678
O 1.29436 -5.70477 3.79303
C 1.31871 -4.56669 4.11140
O 1.73422 -3.54078 3.33652
C 1.45824 -2.31497 4.00810
C 1.37404 -2.75856 5.45386
F 0.46403 -2.03716 6.16206
O 0.93292 -4.09146 5.33672
H 0.50283 -1.92671 3.65877
H 2.24627 -1.59438 3.80475
H 2.31991 -2.74333 5.99888
O 5.73259 -1.34177 -1.48709
C 6.79087 -1.20834 -0.97392
O 7.36520 -0.01352 -0.70778
C 8.53899 -0.22780 0.08196
C 8.87520 -1.66729 -0.25733
F 9.41263 -2.33856 0.78950
O 7.60644 -2.21676 -0.56225
H 8.28616 -0.12939 1.13747
H 9.30732 0.49128 -0.17952
H 9.53014 -1.79480 -1.12076
O -1.95296 7.04494 -8.24101
C -1.81990 6.40474 -7.25602
O -2.35667 5.18295 -7.03448
C -1.84169 4.66823 -5.80328
C -1.42098 5.93818 -5.09016
F -0.32309 5.76712 -4.31120
O -1.10832 6.80263 -6.15942
H -0.97314 4.03786 -5.99991
H -2.59727 4.10408 -5.27260
H -2.20207 6.39756 -4.48064
O 9.26262 2.42518 1.64847
C 9.46811 2.13924 2.77895
O 9.26370 0.91287 3.31580
C 9.77137 0.90621 4.65265
C 9.76053 2.38478 4.99664
F 10.78362 2.73785 5.80536
O 9.93106 2.99052 3.72994
H 10.79409 0.52701 4.65287
H 9.14173 0.29319 5.28945
H 8.82887 2.74479 5.43625
O -7.81025 -12.32600 -1.01594
C -7.75666 -11.27843 -0.46756
O -7.43982 -10.10273 -1.05267
C -7.63967 -9.04567 -0.10786
C -7.55341 -9.78928 1.20978
F -8.37373 -9.27505 2.15823
O -7.99736 -11.08480 0.86177
H -8.63861 -8.62618 -0.23834
H -6.89506 -8.26820 -0.23585
H -6.54765 -9.86029 1.62744
```

- DFT total energy (eV) = -181151.5609
- total charge = 0
- highest occupied orbital energy (eV) = -7.3
- structure (SMILES) = [H]/N=C\C[C@@]1(OC[C@@H](C)C(C)C)[C@](P(CC)CC)(P(=O)(O)O)[C@](NCC)(OCCC)[C@@](OC#N)(C(F)(F)F)OS1(=O)=O.O=C1OC[C@@H](F)O1.O=C1OC[C@@H](F)O1.O=C1OC[C@@H](F)O1.O=C1OC[C@@H](F)O1.O=C1OC[C@@H](F)O1.O=C1OC[C@@H](F)O1.O=C1OC[C@@H](F)O1.O=C1OC[C@@H](F)O1
- molecular weight (g mol⁻¹) = 1504.03

Atom charges from the Löwdin analysis, given in e for atoms 1 to 6: number 1, H, carries 0.053; number 2, N, carries 0.130; number 3, C, carries -0.240; number 4, C, carries -0.131; number 5, C, carries -0.460; number 6, O, carries -0.136

---

Entry 2:
A structure of composition C47H66N3P2PdSSi. Source: OMol25; level of theory: ωB97M-V/def2-TZVPD.

Geometry as XYZ:
```
121
Properties=species:S:1:pos:R:3
Pd -0.46340 -0.52988 0.81432
C 0.93395 1.99191 3.67918
Si 0.09215 1.39209 2.07205
C 1.35749 2.13076 0.78309
C 1.52602 3.50812 0.63873
C 2.35791 4.05314 -0.33234
C 3.05069 3.20992 -1.18787
C 2.92076 1.83299 -1.05262
C 2.09000 1.28799 -0.07635
P 1.85942 -0.50714 0.24801
C 2.76043 -1.50013 -1.06057
C 1.99904 -1.44531 -2.38695
C 2.45473 -2.54916 -3.33765
C 3.96109 -2.48349 -3.57683
C 4.72531 -2.52165 -2.25598
C 4.27030 -1.40686 -1.31117
C 2.98157 -0.68205 1.74029
C 4.21586 0.21938 1.83039
C 4.90044 0.05791 3.18897
C 5.25885 -1.39840 3.47249
C 4.02091 -2.28637 3.38719
C 3.33756 -2.14165 2.02926
C -1.44137 2.53783 1.88794
C -1.75680 3.52055 2.82862
C -2.98389 4.17072 2.83124
C -3.93016 3.85263 1.87152
C -3.63340 2.89893 0.90439
C -2.40510 2.24095 0.89784
P -1.96117 0.92446 -0.31671
C -3.64141 0.34174 -0.91813
C -4.51246 1.18997 -1.87722
C -4.42273 0.68316 -3.31421
C -5.02430 -0.72517 -3.43118
C -4.80356 -1.53358 -2.14168
C -3.51428 -1.09946 -1.45100
C -1.17422 1.95724 -1.65335
C -0.62942 1.07988 -2.79697
C -0.31529 1.90621 -4.05208
C 0.21566 3.28195 -3.66131
C -0.85550 4.09487 -2.90917
C -1.88744 3.18383 -2.22550
H 0.30273 1.78348 4.54566
H 1.16762 3.06322 3.65868
H 1.87934 1.45753 3.81744
H 0.96560 4.17490 1.28906
H 2.45426 5.12891 -0.42991
H 3.68922 3.61880 -1.96304
H 3.47087 1.19020 -1.72601
H 2.57684 -2.50830 -0.65349
H 2.16839 -0.47158 -2.86388
H 0.92511 -1.51822 -2.19131
H 1.91383 -2.48069 -4.28586
H 2.20289 -3.52206 -2.89750
H 4.19779 -1.54801 -4.09796
H 4.28398 -3.29923 -4.22969
H 5.80175 -2.44726 -2.43608
H 4.55179 -3.49018 -1.77026
H 4.53225 -0.44337 -1.75473
H 4.82534 -1.47699 -0.37619
H 2.29920 -0.37133 2.54194
H 3.92684 1.26164 1.68766
H 4.93155 -0.01689 1.03505
H 4.21980 0.41542 3.96999
H 5.79384 0.68698 3.23683
H 5.73047 -1.49204 4.45471
H 5.99492 -1.73850 2.73294
H 3.31468 -1.99541 4.17311
H 4.28781 -3.33260 3.56881
H 2.42717 -2.73797 1.99681
H 4.00689 -2.53414 1.25511
H -1.04439 3.74920 3.61309
H -3.20978 4.89865 3.60169
H -4.90191 4.33270 1.87663
H -4.39081 2.66263 0.16865
H -4.18783 0.27315 0.02907
H -4.25476 2.24309 -1.83133
H -5.55899 1.12216 -1.55513
H -3.37422 0.66786 -3.62183
H -4.93105 1.37064 -3.99518
H -4.57230 -1.24786 -4.27871
H -6.09461 -0.65461 -3.64509
H -4.78674 -2.60350 -2.36232
H -5.64006 -1.37447 -1.45247
H -2.68417 -1.17298 -2.16118
H -3.25483 -1.76399 -0.62666
H -0.30687 2.34420 -1.10640
H -1.33064 0.28184 -3.05272
H 0.27096 0.58601 -2.43343
H -1.21713 2.02291 -4.66416
H 0.41161 1.37482 -4.67318
H 0.56105 3.83078 -4.54124
H 1.08643 3.14081 -3.01704
H -1.37116 4.77029 -3.59891
H -0.37014 4.72129 -2.15580
H -2.62941 2.87572 -2.96467
H -2.41471 3.73680 -1.44586
C 1.81133 -5.47950 1.04618
C 0.68508 -4.49031 0.92593
C 0.06714 -4.23906 -0.30779
C -0.97084 -3.34013 -0.36834
N -1.47324 -2.69609 0.70082
C -0.85724 -2.90526 1.87546
C 0.21545 -3.79803 2.01938
H 2.19739 -5.75658 0.06469
H 1.47789 -6.39139 1.54628
H 2.63323 -5.06406 1.63203
H 0.40313 -4.74031 -1.20787
H -1.45591 -3.11956 -1.31369
H -1.30254 -2.43896 2.74421
H 0.66037 -3.93331 2.99852
S -2.34955 0.99033 5.61147
C -3.38454 0.33352 4.49050
N -2.90227 -0.15935 3.29716
C -3.65183 -0.82311 2.40810
C -4.98646 -0.98213 2.63443
C -5.47357 -0.37621 3.80858
N -4.73915 0.24485 4.69186
H -1.91342 -0.00309 3.01416
H -3.10406 -1.19619 1.54673
H -5.62700 -1.51111 1.94593
H -6.53994 -0.40828 4.02295
```

- DFT total energy (eV) = -95055.5171
- total charge = -1
- highest occupied orbital energy (eV) = -2.5
- molecular weight (g mol⁻¹) = 901.59

Atom charges from the Löwdin analysis, given in e for atoms 1 to 6: number 1, Pd, carries 0.156; number 2, C, carries -0.243; number 3, Si, carries 0.505; number 4, C, carries -0.307; number 5, C, carries -0.103; number 6, C, carries -0.103

---

Number 1: Kohn-Sham gap 6.79 eV. Number 2: Kohn-Sham gap 4.89 eV.